23
Properties=species:S:1:pos:R:3:nbo_charge:R:1 method="wB97M-V/def2-TZVPD" lumo_ev="0.201 / -0.683" e_tot_ha=-384.423657 homo_energy_ev="-7.8 / -6.7" e_above_lowest_ev=5.666
C -1.23256 0.55775 -0.08373 0.431
C 1.07556 -2.40666 -0.02389 -0.475
C -0.93363 0.30661 -1.51429 -0.713
C -2.27811 -0.19754 0.63805 -0.709
C -0.89983 1.91810 0.42113 -0.709
N 0.15976 -1.44075 0.55013 -0.295
C 3.04194 0.77856 0.31980 -0.595
N 0.77154 -0.27001 0.79720 -0.287
C 1.88920 0.17599 0.51593 0.234
H 1.96195 -2.55959 0.61118 0.198
H 0.55352 -3.35522 -0.14779 0.203
H 1.45491 -2.07214 -1.00647 0.184
H -1.24770 -0.68272 -1.83667 0.230
H -1.43203 1.07013 -2.12959 0.225
H 0.14070 0.42463 -1.69886 0.237
H -2.59305 -1.08899 0.10281 0.229
H -3.13926 0.46104 0.82110 0.221
H -1.89349 -0.51342 1.61230 0.264
H -1.60276 2.63033 -0.03682 0.227
H 0.10651 2.22128 0.12678 0.238
H -0.99565 1.98823 1.50314 0.231
H 3.21008 1.43087 -0.53154 0.214
H 3.88240 0.62353 0.99013 0.217

23
Properties=species:S:1:pos:R:3:nbo_charge:R:1 method="wB97M-V/def2-TZVPD" lumo_ev=0.995 e_tot_ha=-384.484383 homo_energy_ev=-7.1 e_above_lowest_ev=4.014
C -1.00792 1.45554 -0.99515 -0.222
C 2.74453 -1.23274 -0.07427 -0.678
C -0.48911 -1.71679 -0.30334 -0.657
C -2.28300 1.81763 -0.23883 -0.613
N 0.14814 1.30230 -0.11855 -0.466
C 1.59015 -0.29751 -0.10300 0.262
C 0.19319 -0.61398 0.48530 0.058
C -0.04842 -0.55582 1.83890 -0.560
N 1.59542 0.86221 -0.60594 -0.268
H 0.33791 2.14707 0.41488 0.371
H -1.12548 0.49447 -1.50167 0.190
H -0.78332 2.22242 -1.75171 0.179
H 2.62671 -2.00035 -0.84295 0.235
H 3.67530 -0.69404 -0.24442 0.240
H 2.76182 -1.73646 0.89396 0.241
H -0.45893 -1.53068 -1.37930 0.206
H 0.03517 -2.65765 -0.14240 0.228
H -1.52325 -1.83757 0.00853 0.225
H -2.17370 2.77441 0.26359 0.205
H -3.12680 1.86966 -0.92223 0.219
H -2.49431 1.07666 0.52743 0.221
H -0.71305 -1.25877 2.31766 0.194
H 0.51894 0.11000 2.47350 0.188

23
Properties=species:S:1:pos:R:3:nbo_charge:R:1 method="wB97M-V/def2-TZVPD" lumo_ev=0.753 e_tot_ha=-384.229485 homo_energy_ev=-8.1 e_above_lowest_ev=10.950
C -2.29304 1.33182 1.00255 -0.654
C -2.56496 0.39402 -0.29820 -0.267
C -2.67054 -1.14186 -0.46677 -0.430
C -1.40675 -0.49204 -0.90671 -0.068
C 2.02625 0.17311 0.12620 0.200
C 3.06755 0.87949 -0.79316 -0.716
C 2.33733 -1.20023 0.84518 -0.691
H -2.92376 1.11402 2.18317 0.227
H -2.60868 2.78984 0.54810 0.205
H -0.97880 0.96165 1.30665 0.267
H -3.17016 1.06892 -1.05573 0.228
H -3.37058 -1.63695 -1.08544 0.230
H -2.45732 -1.93729 0.37277 0.221
H -1.09259 -0.25112 -1.96679 0.216
H 0.22752 -1.62121 0.56526 0.389
H 3.49123 0.27254 -1.89169 0.256
H 2.55157 1.75972 -1.47105 0.243
H 3.74479 1.68976 -0.25494 0.242
H 1.78878 -0.99992 1.71031 0.235
H 2.36796 -2.01884 0.33772 0.217
H 3.46287 -1.00583 1.20950 0.223
N -0.25339 -0.60915 0.06859 -0.538
N 0.72471 0.47956 -0.08550 -0.235

23
Properties=species:S:1:pos:R:3:nbo_charge:R:1 method="wB97M-V/def2-TZVPD" lumo_ev=0.889 smiles=Cc1c[nH]cn1.CCC e_tot_ha=-384.608838 homo_energy_ev=-8.6 e_above_lowest_ev=0.627
C 1.42715 2.32867 0.70781 -0.412
C 0.74749 3.69749 0.71644 -0.609
C 2.53673 2.22012 -0.38613 -0.602
H 2.03125 2.33912 1.62398 0.191
H 0.68056 1.54072 0.74847 0.222
H -0.14039 3.81704 0.10055 0.202
H 2.79971 3.23894 -0.65212 0.201
H 1.40942 4.48012 0.32221 0.193
H 0.45268 4.08557 1.69583 0.208
H 3.42246 1.73383 0.01034 0.207
H 2.12355 1.72174 -1.26428 0.197
C -1.92878 -2.13473 1.64070 -0.639
C -0.63163 -0.60788 -1.30791 0.151
C -1.16796 -1.80588 0.39660 0.098
C -0.39621 -2.59029 -0.43563 -0.126
N -1.25943 -0.53893 -0.16136 -0.465
N -0.08475 -1.83082 -1.52434 -0.523
H -0.36155 0.30335 -1.81681 0.199
H 0.23731 -2.12980 -2.43051 0.419
H -0.09522 -3.58823 -0.17100 0.218
H -1.32860 -2.79557 2.27034 0.213
H -2.84946 -2.65560 1.40257 0.221
H -2.06358 -1.19877 2.17569 0.234

23
Properties=species:S:1:pos:R:3:nbo_charge:R:1 method="wB97M-V/def2-TZVPD" total_charge=+2 lumo_ev=-7.855 e_tot_ha=-383.958759 homo_energy_ev=-15.4 e_above_lowest_ev=0.000
C -0.84091 8.46626 2.52280 -0.040
C -1.70369 8.94387 1.61372 -0.049
C -0.03399 10.38953 1.79381 0.232
C 2.18207 -11.19899 -1.57197 -0.816
C 0.22010 -9.70088 -1.57243 -0.771
C -1.93129 11.07375 0.29800 -0.430
C 1.29563 -10.39481 -0.94047 0.359
N 0.10771 9.43363 2.73149 -0.461
N -1.26494 10.15525 1.21141 -0.260
H -0.83095 7.46034 3.17631 0.284
H -2.58062 8.41564 1.26176 0.266
H 0.25842 11.43114 1.71678 0.257
H 2.01421 -11.10708 -2.66480 0.289
H 3.23953 -11.37633 -1.36284 0.329
H 1.93043 -12.39527 -1.49280 0.414
H -0.36076 -10.13253 -2.37000 0.285
H 0.52324 -8.61801 -1.81419 0.356
H -0.49174 -9.45855 -0.80847 0.293
H -2.46892 11.87158 0.80296 0.241
H -1.43193 11.70090 -0.39801 0.258
H -2.60657 10.35269 -0.15781 0.233
H 1.67574 -10.01082 0.13063 0.261
H 0.99230 9.20742 3.24540 0.468

24
Properties=species:S:1:pos:R:3:nbo_charge:R:1 method="wB97M-V/def2-TZVPD" lumo_ev="0.804 / -1.411" e_tot_ha=-459.631111 homo_energy_ev="-9.4 / -7.9" e_above_lowest_ev=6.741
C 2.64137 0.46775 0.43274 0.195
C -1.85716 0.96040 1.54697 -0.618
C -0.65824 0.54929 -2.22079 -0.600
C 0.74335 -2.26337 1.27405 -0.245
C 3.49611 0.17090 -0.56161 -0.362
C -1.85003 1.05632 0.05512 -0.399
C -1.12056 -0.01750 -0.83997 -0.103
N 1.75470 0.69763 1.17089 -0.266
N 0.05538 -0.63106 -0.27643 -0.083
O -0.34600 -1.50133 0.67804 -0.360
H -1.16517 1.64334 2.00085 0.216
H -2.84115 1.12484 1.94380 0.203
H -1.52751 0.08317 1.95773 0.224
H -0.16725 -0.17985 -2.84038 0.215
H -1.46093 1.06814 -2.63935 0.207
H 0.11495 1.34304 -2.02948 0.192
H 0.88818 -3.11498 0.78451 0.176
H 0.48064 -2.30793 2.35807 0.198
H 1.63802 -1.71129 1.05907 0.196
H 4.48619 0.02658 -0.57266 0.212
H 2.94159 0.29087 -1.45406 0.222
H -2.80449 0.94426 -0.27619 0.200
H -1.48153 2.03805 -0.30818 0.197
H -1.96046 -0.73727 -1.24273 0.181

24
Properties=species:S:1:pos:R:3:nbo_charge:R:1 method="wB97M-V/def2-TZVPD" lumo_ev=0.545 e_tot_ha=-459.849548 homo_energy_ev=-10.2 e_above_lowest_ev=0.797
C 0.19116 0.79859 0.02718 -0.109
C 0.16968 0.89053 -1.49898 -0.613
C 1.63909 0.63005 0.50952 -0.603
C -0.38716 2.10127 0.59334 -0.606
C -1.05646 -0.37850 2.00132 -0.698
C 0.72165 -3.13197 -1.85560 0.545
C -0.65563 -0.41766 0.55978 0.415
O 0.13326 -2.16411 -2.43283 -0.696
N 1.06595 -4.15402 -1.45159 -0.465
N -1.11128 -1.24784 -0.27156 -0.704
H -0.52644 -1.73212 -1.78456 0.532
H -1.61973 -2.04060 0.11230 0.363
H -0.85006 0.85852 -1.87550 0.217
H 0.61541 1.83056 -1.81963 0.212
H 0.76005 0.10327 -1.95501 0.227
H 2.06298 -0.30142 0.14218 0.221
H 1.70410 0.65368 1.59545 0.205
H 2.24326 1.45645 0.13954 0.217
H -1.42986 2.21447 0.30332 0.212
H -0.31097 2.15389 1.67620 0.208
H 0.16924 2.94905 0.19707 0.218
H -0.23070 -0.06312 2.63285 0.231
H -1.86449 0.34033 2.13432 0.243
H -1.43305 -1.34931 2.32090 0.227

26
Properties=species:S:1:pos:R:3:nbo_charge:R:1 method="wB97M-V/def2-TZVPD" lumo_ev=0.737 smiles="CC(C)[C@H](NC(=O)CN)C(=O)O" e_tot_ha=-610.395238 homo_energy_ev=-9.7 e_above_lowest_ev=0.280
C -2.26025 -0.79857 2.06446 -0.320
C -1.24459 0.07779 1.40048 0.675
C 0.03011 0.49091 -0.59113 -0.178
C -0.49923 0.61732 -2.02867 0.805
C 1.49400 0.00621 -0.58091 -0.189
C 2.39070 0.99532 -1.36511 -0.615
C 2.02172 -0.10795 0.87640 -0.609
H -1.79260 -2.65348 1.28361 0.367
H -3.45084 -2.42510 1.49450 0.375
H -3.16277 -0.20326 2.20357 0.225
H -1.88441 -1.04693 3.04553 0.206
H -1.38876 -1.03480 -0.31245 0.439
H -0.02973 1.48874 -0.17335 0.250
H 1.56456 -1.06146 -1.00959 0.202
H 3.42446 0.70034 -1.28766 0.213
H 2.23581 1.97566 -0.90438 0.207
H 2.08525 1.07234 -2.42308 0.213
H 1.44984 -0.86092 1.42012 0.210
H 3.06441 -0.39261 0.94174 0.209
H 1.92548 0.88642 1.33434 0.216
H -0.60765 1.92807 -3.43384 0.496
N -2.53005 -1.95316 1.19873 -0.852
N -0.78905 -0.39741 0.17806 -0.641
O -0.77133 1.09020 1.87129 -0.622
O -1.04983 -0.25787 -2.65509 -0.590
O -0.22524 1.86420 -2.54757 -0.693

29
Properties=species:S:1:pos:R:3:nbo_charge:R:1 method="wB97M-V/def2-TZVPD" lumo_ev=0.320 e_tot_ha=-1368.241922 homo_energy_ev=-8.5 e_above_lowest_ev=0.000
C -1.10945 1.49755 4.30656 -0.101
C -0.60198 2.31788 3.32082 -0.096
C -0.17374 0.20911 2.79918 0.151
C 0.01093 -3.61133 -1.74450 -0.660
C 0.76421 1.92463 1.27115 -0.289
C 0.56176 -2.30165 -1.28225 0.364
C -0.12192 2.69491 0.30491 0.012
N -0.88885 0.19214 3.92103 -0.462
N -0.04528 1.51016 2.38657 -0.353
O -0.28966 -1.56301 -0.47194 -0.712
O -0.95144 1.89315 -0.44620 -0.698
O -0.21425 0.70769 -2.91069 -1.005
O 1.01598 -1.52164 -2.36714 -0.805
P -0.16196 4.37059 0.11033 0.274
P 1.11722 0.18907 -2.12984 1.144
H -1.77825 1.74565 5.07332 0.208
H -0.52404 3.44634 3.22081 0.229
H 0.27867 -0.64686 2.23335 0.211
H 0.45662 -4.07801 -2.60575 0.239
H 0.19907 -4.45967 -1.05808 0.233
H -1.12986 -3.52294 -1.92642 0.204
H 1.30465 1.06064 0.77085 0.229
H 1.47376 2.51022 1.67648 0.216
H 1.42206 -2.50214 -0.58529 0.148
H -1.14385 -1.47811 -1.00837 0.469
H -0.59766 1.00506 -0.59638 0.484
H -0.60091 0.18350 -3.64448 0.509
H -1.23696 4.41017 -0.70014 -0.036
H 2.05924 0.08814 -3.12569 -0.106

28
Properties=species:S:1:pos:R:3:nbo_charge:R:1 method="wB97M-V/def2-TZVPD" total_charge=+2 lumo_ev=-8.947 e_tot_ha=-760.009247 homo_energy_ev=-14.6 e_above_lowest_ev=0.000
C 0.23452 -0.98474 0.33284 0.063
C 1.50282 -1.61085 0.21107 -0.180
C 2.00120 -2.02847 -1.20586 0.099
C 2.58356 -0.83292 -2.16711 -0.001
C 3.83023 -0.17796 -1.46823 0.429
C 2.04146 -2.46988 2.48623 -0.424
C -6.46226 6.31065 -2.09624 0.423
N -0.55450 -0.19986 0.62927 0.294
N 1.55232 -2.78048 1.11773 -0.520
O -1.47006 0.46648 0.84125 -0.323
O 3.89758 -0.08098 -0.27344 -0.504
O 3.01309 -2.95909 -0.97926 -0.747
O 1.60788 0.17212 -2.23404 -0.682
O -6.24977 7.52900 -1.83114 -0.466
H 2.30212 -0.92553 0.53797 0.307
H 1.22472 -2.58286 -1.89166 0.199
H 2.90425 -1.34200 -2.96641 0.178
H 4.52314 0.33823 -2.23845 0.142
H 3.07473 -2.45223 2.59987 0.243
H 1.74006 -1.44829 2.68033 0.227
H 1.61325 -3.16634 3.21904 0.244
H -7.19890 5.77773 -1.42602 0.245
H -5.69573 5.62802 -2.58070 0.229
H 0.59835 -3.11340 1.35389 0.457
H 2.26676 -3.40827 0.62295 0.490
H 3.57069 -3.12018 -1.72066 0.512
H 1.67027 0.55919 -3.11776 0.497
H -5.46222 7.99437 -2.21885 0.569

24
Properties=species:S:1:pos:R:3:nbo_charge:R:1 method="wB97M-V/def2-TZVPD" lumo_ev="-0.446 / -0.370" e_tot_ha=-782.635636 homo_energy_ev="-7.7 / -7.8" e_above_lowest_ev=5.322
C -0.47916 -0.63639 -0.44296 -0.090
C -1.16209 0.63489 0.05025 -0.100
C 1.43562 0.32907 0.16042 0.075
C -2.08902 0.34637 1.20713 -0.615
C -1.82537 1.46691 -1.10153 -0.628
C 1.99574 -0.65674 1.14334 -0.692
C 2.29400 0.66145 -1.02410 -0.707
N -0.08331 -2.90303 -0.00517 -0.358
N -0.63486 -1.80903 0.18190 -0.204
S 0.28156 1.71311 0.66864 0.134
H -0.37904 -0.67046 -1.59095 0.213
H -2.91809 -0.26201 0.90709 0.213
H -2.53554 1.29868 1.57097 0.206
H -1.61923 -0.14147 1.94953 0.219
H -2.14949 0.77805 -1.86251 0.210
H -0.93967 2.01403 -1.66753 0.223
H -2.65894 2.05278 -0.79516 0.223
H 2.12329 -1.51254 0.59897 0.231
H 1.34105 -0.94263 2.11380 0.235
H 3.00559 -0.28640 1.38725 0.218
H 1.62979 1.13644 -1.71124 0.228
H 2.74208 -0.20336 -1.46744 0.223
H 3.18004 1.24310 -0.87596 0.230
H -0.55495 -3.65082 0.60525 0.311

24
Properties=species:S:1:pos:R:3:nbo_charge:R:1 method="wB97M-V/def2-TZVPD" lumo_ev=0.446 e_tot_ha=-782.629556 homo_energy_ev=-8.2 e_above_lowest_ev=5.488
C 3.74871 0.88695 -0.66037 0.419
C -2.19991 -0.16848 -1.16457 -0.612
C 3.13132 1.72485 -1.42450 -0.660
C -1.53114 1.02369 -0.23812 -0.379
C -0.60446 0.44898 0.80518 -0.403
C 0.73248 -0.19790 0.39717 -0.445
C 1.04308 -1.69604 0.40975 -0.248
N 4.32767 -0.06193 -0.19538 -0.641
N 2.41837 -2.00027 0.10782 -0.863
S 3.56756 -1.34991 0.86433 1.027
H -2.44346 -0.94321 -0.48030 0.193
H -3.09933 0.17381 -1.52697 0.201
H -1.57772 -0.67114 -1.94978 0.206
H 3.20942 2.78143 -1.29204 0.238
H 2.51209 1.44248 -2.25281 0.249
H -2.39855 1.46687 0.20576 0.200
H -1.10036 1.85363 -0.84141 0.198
H -1.16360 -0.38122 1.31202 0.200
H -0.41211 1.36328 1.44519 0.210
H 1.46697 0.33981 1.02382 0.198
H 1.12857 0.23795 -0.55089 0.217
H 0.53083 -2.29772 -0.41733 0.202
H 0.57125 -2.29739 1.22794 0.190
H 4.54309 -2.29001 0.53028 0.101